The following is a DFT calculation (ωB97M-V with the def2-TZVPD basis set) of a structure of composition C52H45AsN6O6S8W at a distorted geometry.

Positions of all 119 atoms, in Å:
W1 -3.2081 1.3016 0.0457
As1 -8.8999 -2.8025 1.8493
S1 -8.6787 -2.6745 3.9017
S2 -10.3885 -2.1453 0.5893
S3 2.1472 -0.3389 1.2676
S4 -5.0363 2.2900 0.0490
S5 -2.1050 3.4620 2.3256
S6 2.8557 2.0696 0.0716
S7 -0.3629 -1.0387 0.1837
S8 -7.4683 -3.8154 0.8221
O1 -1.0086 3.2445 3.2218
O2 -3.2431 4.1389 2.8556
O3 -2.2980 1.9705 1.6703
O4 -3.7750 -0.3731 0.7014
O5 -2.3603 2.2168 -1.4189
O6 -3.3916 -2.4511 2.4810
N1 1.6040 2.7037 0.4404
N2 2.8275 0.3935 0.0916
N3 -1.1591 0.0879 -0.3564
N4 -3.6724 0.2997 -1.8623
N5 -3.5262 1.1069 -2.9578
N6 0.6665 -0.6989 1.4531
C1 4.4199 3.7233 1.3317
C2 -2.8166 -5.0199 1.5499
C3 -1.2816 4.9279 -4.3915
C4 -2.0230 5.1048 -5.5342
C5 -4.5790 -1.8030 -1.0882
C6 4.3924 2.4471 0.8289
C7 5.5133 1.6458 0.8097
C8 -2.4961 3.0895 -3.6889
C9 1.7944 1.8810 4.6545
C10 4.8205 -3.3819 0.5204
C11 6.5902 3.3814 2.1403
C12 -3.1935 4.3124 -5.6364
C13 -4.7641 -4.9106 -0.0411
C14 4.1130 -2.1618 0.3843
C15 1.1095 -3.1326 -1.0274
C16 -3.8346 -1.6279 0.1412
C17 -2.8017 2.1023 -2.6987
C18 3.7291 0.2490 3.4904
C19 -5.1776 -2.9524 -1.5631
C20 -1.4821 3.9122 -3.5109
C21 5.5573 4.2772 1.9643
C22 3.0351 1.6934 5.2802
C23 -5.2413 -4.2872 -1.0871
C24 4.4443 -4.2403 1.5643
C25 -4.3926 -0.7392 -2.0227
C26 -4.5413 -2.1242 3.3430
C27 2.1747 2.2717 -2.6023
C28 4.6343 2.2994 -3.6842
C29 -1.5644 4.3703 0.8856
C30 2.6792 -2.7620 2.2437
C31 2.4890 0.4142 2.8609
C32 -2.6473 -2.5483 0.2592
C33 -1.3378 -2.4096 0.8782
C34 3.2500 2.1923 -1.7340
C35 6.6468 2.1117 1.5084
C36 4.0090 0.9352 4.6471
C37 1.8621 -1.3501 -3.1252
C38 4.5394 2.0999 -2.3079
C39 3.3703 -3.9406 2.3484
C40 0.6108 -1.8566 -1.1659
C41 1.9776 -3.5585 -1.9856
C42 3.5966 2.6068 -4.5321
C43 1.4993 1.1913 3.4608
C44 3.0937 -1.8205 1.3093
C45 2.3496 -2.6193 -3.0337
C46 -0.8143 -3.3990 1.5650
C47 -3.4771 3.2967 -4.7090
C48 -4.0803 -4.3007 1.1389
C49 -1.5219 -4.6695 1.8645
C50 2.3521 2.6113 -3.9557
C51 0.9269 -0.9517 -2.1674
C52 -3.7696 -2.8098 1.2015
H1 5.0149 0.9019 5.0349
H2 1.4664 2.7255 -4.5249
H3 -2.6957 -3.2186 -0.5992
H4 -1.6931 5.8395 -6.2822
H5 -5.3427 -2.8431 3.2116
H6 -2.2249 4.1776 0.0474
H7 4.2991 -1.4478 -0.4219
H8 0.3972 -0.0140 -2.1972
H9 5.5874 2.1410 -4.0940
H10 -4.9137 -1.1005 3.2218
H11 -0.8877 -5.4095 2.3331
H12 5.4516 1.8395 -1.7379
H13 2.4033 -4.5314 -1.9899
H14 -0.8265 3.8686 -2.6566
H15 -0.6688 3.9628 0.5228
H16 5.7040 -3.5234 -0.1349
H17 3.0499 -4.5957 3.1469
H18 -5.9083 -4.8112 -1.7660
H19 4.9853 -5.1464 1.7042
H20 2.0617 -0.7230 -3.9985
H21 -4.2309 -2.1598 4.3673
H22 -3.1830 -6.0099 1.9470
H23 -4.8744 -0.8236 -2.9749
H24 3.4590 4.2174 1.3271
H25 -5.0449 -5.9288 0.2072
H26 0.1933 -3.2837 1.8368
H27 -4.3588 2.7041 -4.7724
H28 3.1145 -3.0044 -3.7908
H29 -4.8432 -4.4815 1.8721
H30 7.4692 3.7637 2.6194
H31 1.8693 -2.5662 2.8963
H32 3.7572 2.8171 -5.6210
H33 0.9429 2.4065 5.0738
H34 -1.4601 5.3545 1.1735
H35 4.5009 -0.3094 2.9409
H36 -5.5490 -2.9647 -2.5993
H37 7.4372 1.4361 1.6613
H38 5.4962 5.3200 2.2827
H39 5.4873 0.6929 0.3679
H40 0.7679 -3.7992 -0.1931
H41 -0.5544 5.7361 -4.1388
H42 1.0959 2.1772 -2.2118
H43 3.2963 2.2092 6.2038
H44 0.5757 1.2712 2.8412
H45 -3.8853 4.4152 -6.4426

Properties
2S+1 = 1
ΔE to the lowest compared entry with this formula, charge and spin = 638.00 kJ/mol
lowest unoccupied orbital energy = -1.69 eV
HOMO = -6.6 eV